The following is a DFT calculation (ωB97M-V/def2-TZVPD) of C54H55FN8NbO18 as an isolated structure in a non-equilibrium geometry.

Cartesian coordinates (Å):
O 5.68401 -3.29644 -1.26615
C 6.66101 -2.35328 -1.16914
O 7.11135 -2.09888 0.24077
C 7.34300 -1.60850 -2.44277
C 6.61579 -0.29512 -3.04012
Nb 5.21069 0.86523 -1.71935
C 3.51390 -0.66517 -2.14926
C 2.02807 -0.07692 -1.65353
C 1.02329 -1.40127 -1.66210
F 1.30401 -2.26250 -0.46176
H 6.43406 -2.55896 0.85130
H 8.48649 -1.40426 -2.16885
H 7.39273 -2.41319 -3.32380
H 7.47477 0.44699 -3.40938
H 6.04477 -0.60669 -4.04008
H 4.62914 1.76709 -3.20699
H 4.02849 1.84394 -0.74961
H 5.69108 0.04572 -0.18853
H 6.47819 2.16106 -1.36969
H 3.53679 -0.88359 -3.31455
H 3.70407 -1.61568 -1.49496
H 1.68759 0.77746 -2.37667
H 2.21924 0.30605 -0.53923
H 1.36936 -2.05862 -2.59443
H -0.10890 -1.13503 -1.78409
C 3.89110 -6.58844 -4.11543
C 3.86175 -6.73251 -5.50342
C 4.07518 -5.62517 -6.32662
C 4.32278 -4.37340 -5.74652
C 4.34516 -4.22443 -4.35340
C 4.12750 -5.33860 -3.54043
N 4.57315 -3.21050 -6.60643
O 4.52609 -3.37918 -7.83404
O 4.82126 -2.12809 -6.05608
H 3.72970 -7.45586 -3.47767
H 3.67540 -7.70957 -5.94409
H 4.04918 -5.75400 -7.40647
H 4.53123 -3.25785 -3.88988
H 4.14589 -5.23384 -2.45787
C 4.84252 3.40143 5.66177
C 5.41847 4.09427 4.59576
C 4.94958 3.89403 3.29597
C 3.89554 2.99691 3.07473
C 3.32064 2.29428 4.14209
C 3.79995 2.50075 5.43719
N 3.38120 2.80112 1.71400
O 3.92881 3.42677 0.79400
O 2.42665 2.02507 1.56356
H 5.20775 3.56510 6.67420
H 6.23166 4.79345 4.77860
H 5.40900 4.44168 2.47599
H 2.50536 1.59136 3.98403
H 3.35824 1.96236 6.27283
C -0.08839 -4.35356 2.14537
C -0.58666 -3.21923 2.78817
C -0.31683 -3.00645 4.14143
C 0.46044 -3.93804 4.84340
C 0.95546 -5.08156 4.20249
C 0.67661 -5.28498 2.84952
N 0.76890 -3.70710 6.25973
O 0.29681 -2.69346 6.79579
O 1.48675 -4.53623 6.83703
H -0.29671 -4.51229 1.08868
H -1.18336 -2.49862 2.23300
H -0.71236 -2.11746 4.62787
H 1.55583 -5.81518 4.73644
H 1.05890 -6.16803 2.34224
C -4.46285 -2.23996 -5.08580
C -4.96111 -1.10563 -4.44301
C -4.69129 -0.89284 -3.08975
C -3.91402 -1.82444 -2.38778
C -3.41900 -2.96796 -3.02869
C -3.69785 -3.17138 -4.38166
N -3.60556 -1.59350 -0.97145
O -4.07765 -0.57986 -0.43539
O -2.88771 -2.42263 -0.39415
H -4.67117 -2.39869 -6.14250
H -5.55782 -0.38502 -4.99818
H -5.08682 -0.00386 -2.60331
H -2.81863 -3.70157 -2.49473
H -3.31556 -4.05443 -4.88893
C -5.37878 2.34845 1.99852
C -6.18040 3.29494 2.63859
C -6.89521 4.22971 1.88716
C -6.80308 4.20453 0.48871
C -5.99304 3.26034 -0.15612
C -5.28067 2.33236 0.60614
N -7.57197 5.16826 -0.30785
O -8.26220 5.99980 0.30026
O -7.49029 5.09267 -1.54222
H -4.82772 1.61802 2.58844
H -6.25057 3.30208 3.72421
H -7.51556 4.96080 2.40099
H -5.90848 3.23263 -1.24047
H -4.65150 1.59345 0.11480
C 3.48457 8.69953 9.43980
C 2.19713 8.16078 9.42005
C 2.00968 6.80595 9.13950
C 3.12404 5.99512 8.88354
C 4.41704 6.53500 8.89514
C 4.59175 7.89194 9.17419
N 2.93549 4.56482 8.61308
O 1.77474 4.12898 8.59291
O 3.94738 3.87445 8.42464
H 3.62615 9.75528 9.66461
H 1.33910 8.79691 9.62660
H 0.99998 6.40132 9.12797
H 5.29035 5.91826 8.69338
H 5.59172 8.31985 9.18855
C 1.04985 -6.26345 -11.07330
C 0.39024 -7.49187 -11.13696
C 0.89208 -8.59262 -10.43990
C 2.05800 -8.45012 -9.67498
C 2.72647 -7.22005 -9.61550
C 2.21660 -6.12710 -10.31918
N 2.57638 -9.59687 -8.91951
O 1.96734 -10.67299 -9.01300
O 3.59036 -9.42243 -8.22853
H 0.65160 -5.40657 -11.61400
H -0.51773 -7.59064 -11.72804
H 0.36636 -9.54309 -10.49969
H 3.63500 -7.09670 -9.02974
H 2.72657 -5.16721 -10.27692
C -9.57422 6.31610 3.92341
C -10.20592 6.65747 2.72651
C -11.58851 6.84934 2.69483
C -12.33156 6.70059 3.87404
C -11.70099 6.35041 5.07537
C -10.31808 6.15835 5.09405
N -13.78182 6.92588 3.85262
O -14.30528 7.21571 2.76647
O -14.39890 6.81758 4.92198
H -8.49519 6.17305 3.94434
H -9.61956 6.77715 1.81799
H -12.06582 7.11513 1.75415
H -12.26614 6.22686 5.99684
H -9.81888 5.88930 6.02230

Properties
- multiplicity = 1
- HOMO energy (eV) = -4.67
- charge = -1

=====

The following is a DFT calculation (ωB97M-V/def2-TZVPD) of a 9-piece molecular cluster, C54H45N9O18 overall in a non-equilibrium geometry.

Cartesian coordinates (Å):
O 16.48989 16.34141 20.54573
N 16.12431 16.93301 19.51916
O 15.82745 16.30989 18.51922
C 15.96844 18.44630 19.61624
C 15.04941 19.07224 18.86054
C 14.81124 20.39542 19.15756
C 15.49649 21.03080 20.17744
C 16.39352 20.36311 20.94964
C 16.66039 19.05189 20.64719
H 14.56250 18.61207 17.97547
H 14.08776 20.97421 18.61093
H 15.20740 22.03690 20.44716
H 16.81558 20.77991 21.79048
H 17.45097 18.53716 21.15300
O 15.57848 19.40970 15.01596
N 14.43768 19.87648 14.99444
O 13.60004 19.61855 15.81692
C 14.16855 20.75689 13.89088
C 12.92294 21.33494 13.89531
C 12.57644 22.08230 12.77968
C 13.38620 22.17860 11.63679
C 14.65710 21.59140 11.68990
C 15.05438 20.87201 12.82787
H 12.21549 21.27519 14.68578
H 11.56253 22.51924 12.75766
H 13.04702 22.61771 10.73787
H 15.38925 21.65485 10.92523
H 16.01871 20.37803 12.93005
O 8.89646 19.79798 13.62192
N 9.91384 19.51934 13.01013
O 10.33477 20.23953 12.14552
C 10.69830 18.35127 13.30252
C 10.17838 17.32572 14.19079
C 10.97114 16.22844 14.44710
C 12.18496 16.07118 13.84569
C 12.67650 17.06412 13.07122
C 11.92041 18.16322 12.69731
H 9.26969 17.47062 14.64637
H 10.63728 15.47801 15.19280
H 12.87478 15.27927 14.17145
H 13.59450 16.91244 12.47385
H 12.25719 19.00196 12.05344
O 10.81987 22.56652 16.06390
N 9.86656 21.87142 16.18707
O 8.76716 22.12389 15.65541
C 10.05439 20.53223 16.79944
C 8.97818 19.66252 16.80553
C 9.05149 18.42149 17.54400
C 10.27614 18.10750 18.17800
C 11.33491 19.02980 18.09994
C 11.19908 20.25698 17.46985
H 8.06373 19.95762 16.28469
H 8.19453 17.78080 17.55492
H 10.48584 17.24696 18.81329
H 12.31267 18.82626 18.55304
H 11.99748 21.00096 17.55440
O 10.53890 20.97079 23.74599
N 10.84847 21.92052 23.05442
O 11.79760 22.59609 23.24378
C 10.04295 22.07786 21.74875
C 9.12801 21.09052 21.44206
C 8.32091 21.35151 20.34949
C 8.47769 22.49110 19.59377
C 9.34454 23.46250 19.92121
C 10.17954 23.30799 21.00188
H 9.06753 20.24484 22.08453
H 7.51036 20.67449 20.15398
H 7.76553 22.60808 18.77798
H 9.31738 24.38865 19.45998
H 10.89638 24.06364 21.32072
O 10.21053 28.03124 16.26575
N 9.99143 26.83145 16.19891
O 10.47150 26.03234 15.40704
C 8.82979 26.35347 16.98859
C 8.02112 25.34532 16.46030
C 6.87465 25.06465 17.14725
C 6.46034 25.81263 18.28302
C 7.24428 26.85586 18.74206
C 8.45964 27.13379 18.06346
H 8.23107 24.91225 15.48824
H 6.18934 24.27770 16.96378
H 5.54187 25.63688 18.83710
H 6.92079 27.43941 19.62511
H 9.05231 27.99827 18.30983
O 11.18910 18.22890 21.36390
N 12.20216 17.58499 21.23338
O 12.51445 16.90385 20.28039
C 13.10391 17.61709 22.41266
C 12.66235 18.33988 23.53868
C 13.48384 18.28936 24.66585
C 14.60654 17.49009 24.64231
C 14.92542 16.68820 23.56351
C 14.25028 16.83454 22.42012
H 11.83682 19.03495 23.46108
H 13.13110 18.79192 25.58915
H 15.15668 17.28628 25.55498
H 15.84929 16.04496 23.58610
H 14.56078 16.27180 21.54053
O 8.33180 17.95343 22.97416
N 8.63245 17.20453 22.11036
O 8.39838 17.31582 20.92949
C 9.39014 15.88528 22.46112
C 9.42699 15.51736 23.81814
C 10.10950 14.36758 24.15536
C 10.62025 13.56842 23.17512
C 10.41902 13.81301 21.87673
C 9.77951 15.02313 21.48142
H 9.04547 16.15261 24.61124
H 10.16060 14.08909 25.20362
H 11.07658 12.60745 23.51601
H 10.85463 13.18129 21.10469
H 9.82541 15.40153 20.42651
O 6.28738 16.00858 18.94768
N 6.86240 15.04633 19.30060
O 7.64696 14.48266 18.54922
C 6.65623 14.53757 20.61815
C 7.10370 13.25768 20.86656
C 7.04313 12.77000 22.17355
C 6.37647 13.48296 23.15837
C 5.88802 14.72724 22.86221
C 6.05333 15.27859 21.61727
H 7.58550 12.80552 19.98189
H 7.39176 11.74822 22.36479
H 6.13993 13.03801 24.14582
H 5.24122 15.20299 23.60977
H 5.79651 16.30094 21.36875

Properties
- multiplicity = 1
- HOMO energy (eV) = -9.35
- SMILES = O=[N+]([O-])c1ccccc1.O=[N+]([O-])c1ccccc1.O=[N+]([O-])c1ccccc1.O=[N+]([O-])c1ccccc1.O=[N+]([O-])c1ccccc1.O=[N+]([O-])c1ccccc1.O=[N+]([O-])c1ccccc1.O=[N+]([O-])c1ccccc1.O=[N+]([O-])c1ccccc1

=====

The following is a DFT calculation (ωB97M-V/def2-TZVPD) of C21H23AgN8O3S3 as an isolated structure in a non-equilibrium geometry.

Cartesian coordinates (Å):
Ag 0.83527 1.12250 0.42675
N 3.22281 1.07510 4.14026
C 2.81721 0.72632 2.89775
S 1.17722 0.30118 2.61320
N 3.74844 0.73309 1.95500
N 3.39960 0.54459 0.72176
C 4.31995 0.78626 -0.21154
C 4.25176 0.46616 -1.54896
C 5.30910 0.92154 -2.36769
C 5.35136 0.39240 -3.64473
C 4.35598 -0.42283 -4.12846
C 3.16600 -0.61662 -3.46233
C 3.03423 -0.24716 -2.07422
O 2.12003 -0.57858 -1.29882
H 2.52238 1.36792 4.81283
H 4.17738 1.08560 4.43395
H 5.33816 1.11561 0.12584
H 6.07851 1.63943 -1.98774
H 6.26624 0.53714 -4.23683
H 4.61588 -1.01805 -5.02434
H 2.36300 -1.13498 -3.91023
C -2.13653 -2.30327 1.36975
N -2.35533 -3.77889 1.44408
C -2.96699 -4.16604 0.16616
N -2.13319 -3.88541 -0.98820
C -1.98669 -2.41744 -1.06495
N -1.38124 -1.93990 0.21678
C -0.03155 -2.58961 0.40938
N -0.09989 -4.09067 0.44494
C -1.08630 -4.44128 1.49196
C -0.79824 -4.55952 -0.82605
H -1.64707 -2.01288 2.29829
H -3.11406 -1.84596 1.34768
H -3.96048 -3.68741 -0.00042
H -3.10317 -5.26463 0.12296
H -2.91597 -1.88225 -1.19510
H -1.32578 -2.19680 -1.89707
H 0.28158 -2.16733 1.31898
H 0.64456 -2.37959 -0.36791
H -0.62221 -4.26967 2.48580
H -1.20646 -5.54057 1.37391
H -0.99097 -5.58255 -0.77845
H -0.24492 -4.40942 -1.78511
O -0.80055 5.05066 2.70578
S -1.18650 5.38193 1.36502
O -1.13797 6.73763 0.94852
N -0.17253 4.55411 0.24821
C -0.88659 3.58826 -0.27031
S -0.23069 2.34065 -1.30919
C -2.36802 3.72124 -0.11130
C -3.38955 3.00531 -0.72627
C -4.65038 3.31666 -0.27152
C -5.00789 4.23008 0.69796
C -3.95625 5.03783 1.24099
C -2.72510 4.69486 0.83107
H -3.18554 2.17055 -1.40874
H -5.40869 2.61966 -0.74456
H -6.01323 4.28619 1.11550
H -4.17011 5.87884 1.86994

Properties
- multiplicity = 1
- HOMO energy (eV) = -0.44
- charge = -2